Formula: C2H10N2S
Source: OMol25
Level of theory: ωB97M-V/def2-TZVPD

Structure (XYZ):
```
15
Properties=species:S:1:pos:R:3:lowdin_charge:R:1
N 1.46367 -0.73767 -2.10050 -0.014
C 1.21201 -0.62199 -0.67469 -0.412
N 2.48245 -0.72136 0.00508 -0.013
H 2.31478 -0.23545 -2.32813 0.062
H 0.73507 -0.27137 -2.64063 0.064
H 0.69990 0.31777 -0.44566 0.078
H 0.51517 -1.41637 -0.36806 0.103
H 2.39147 -0.85523 1.00409 0.063
H 2.97470 -1.54043 -0.33253 0.067
C -2.67121 1.03324 1.75468 -0.484
S -2.71815 0.66199 -0.03477 0.613
H -3.66029 1.10425 2.20164 0.025
H -2.13235 0.23576 2.25159 0.015
H -2.14960 1.97526 1.90956 0.024
H -1.45764 1.07160 -0.20168 -0.189
```

Energy above the lowest of the compared OMol25 structures with the same formula, charge and spin: 51.1 kJ/mol
Charge: 0
HOMO level: -9.2 eV
E_tot: -16051.1084 eV